[1]
A molecular structure, C41H48BCaFN8O7S, computed with the ωB97M-V functional and the def2-TZVPD basis.

Geometry as XYZ:
```
108
C41H48BCaFN8O7S the ωB97M-V functional and the def2-TZVPD basis
Ca -1.032 0.426 1.201
C -4.900 -0.004 -0.515
C -4.784 1.430 0.009
C -6.124 2.151 -0.162
C -3.681 2.123 -0.725
C -3.777 2.728 -1.992
C -2.499 3.163 -2.260
N -1.717 2.816 -1.221
N -2.432 2.195 -0.289
B -0.215 3.077 -1.169
N 0.609 1.774 -1.293
C 1.230 1.371 -2.412
C 1.998 0.267 -2.106
C 1.785 0.067 -0.733
N 0.941 0.984 -0.278
C 2.495 -0.863 0.199
C 3.700 -0.121 0.792
C 2.959 -2.157 -0.464
N 0.157 3.840 0.101
C 0.910 4.955 0.120
C 0.965 5.413 1.414
C 0.196 4.487 2.143
N -0.275 3.555 1.329
C -0.075 4.565 3.616
C -1.174 3.592 4.022
C 1.221 4.271 4.382
H -5.767 -0.495 -0.075
H -4.002 -0.546 -0.230
H -5.000 -0.013 -1.603
H -4.515 1.372 1.066
H -6.478 2.067 -1.190
H -6.041 3.206 0.089
H -6.876 1.707 0.488
H -4.638 2.831 -2.626
H -2.108 3.688 -3.114
H 0.076 3.754 -2.118
H 1.108 1.880 -3.350
H 2.612 -0.301 -2.778
H 1.798 -1.109 1.004
H 4.334 0.276 -0.003
H 4.300 -0.801 1.398
H 3.350 0.699 1.413
H 3.689 -1.959 -1.250
H 2.114 -2.698 -0.880
H 3.428 -2.798 0.282
H 1.346 5.357 -0.775
H 1.480 6.283 1.780
H -0.389 5.599 3.845
H -0.834 2.581 3.807
H -2.083 3.766 3.449
H -1.392 3.677 5.087
H 1.458 3.217 4.264
H 1.115 4.495 5.444
H 2.048 4.863 3.987
C 3.571 -4.953 5.242
C 2.807 -3.673 5.043
C 1.737 -3.321 5.855
C 1.048 -2.133 5.650
C 1.427 -1.283 4.626
C 2.503 -1.621 3.827
C 3.183 -2.806 4.023
S 0.548 0.270 4.217
O 0.196 0.821 5.524
O 1.519 1.043 3.459
N -0.651 -0.120 3.305
C -1.793 -0.649 3.970
C -3.091 -0.377 3.171
O -4.158 -0.677 3.721
O -2.969 0.135 2.036
H 3.315 -5.428 6.186
H 4.644 -4.757 5.220
H 3.351 -5.660 4.442
H 1.435 -3.986 6.656
H 0.227 -1.860 6.297
H 2.793 -0.912 3.072
H 4.017 -3.066 3.383
H -1.906 -0.199 4.968
H -1.713 -1.744 4.097
C 2.325 -4.185 -4.112
C 1.160 -3.569 -4.890
C 1.711 -2.839 -6.117
C 0.584 -2.164 -6.883
C -0.125 -1.221 -5.954
C -0.702 -0.066 -6.446
C -1.331 0.812 -5.576
F -1.864 1.953 -6.096
C -1.415 0.554 -4.232
C -0.853 -0.618 -3.720
C -0.986 -0.872 -2.264
O -1.555 -0.065 -1.543
C -0.443 -2.143 -1.848
C 0.182 -2.941 -2.737
N 0.395 -2.647 -4.058
C -0.179 -1.511 -4.578
C -0.476 -2.616 -0.358
O -0.298 -3.830 -0.202
O -0.608 -1.733 0.499
H 3.039 -4.614 -4.812
H 2.000 -4.968 -3.435
H 2.822 -3.415 -3.530
H 0.488 -4.370 -5.240
H 2.231 -3.556 -6.757
H 2.422 -2.078 -5.784
H -0.121 -2.916 -7.257
H 0.977 -1.618 -7.747
H -0.671 0.155 -7.502
H -1.894 1.234 -3.542
H 0.532 -3.901 -2.389
```

Highest occupied orbital energy in eV: -2.971
Molecular weight in g mol⁻¹: 866.84
Maximum force in eV/A: 2.4
Relative energy (zero: lowest compared OMol25 entry of this formula, charge and spin) in kcal/mol: 19.15
Orbital gap in eV: 6.557
Net charge: -2

=====

[2]
C22H18FN7 in the gas phase, computed with the ωB97M-V functional and the def2-TZVPD basis.

Geometry as XYZ:
```
48
C22H18FN7 the ωB97M-V functional and the def2-TZVPD basis
C -2.801 -3.499 -1.199
C -1.513 -3.276 -0.471
C -0.637 -4.328 -0.202
C 0.532 -4.054 0.484
C 0.798 -2.754 0.879
C -0.132 -1.760 0.563
C 0.077 -0.372 0.918
N 1.308 0.125 1.281
C 1.183 1.465 1.436
C 2.322 2.358 1.818
N 3.602 1.839 1.414
C 3.907 1.523 0.113
C 3.128 1.908 -0.980
C 3.514 1.586 -2.268
C 4.676 0.872 -2.510
C 5.463 0.468 -1.442
C 5.069 0.793 -0.166
F 5.824 0.378 0.894
N -0.043 1.855 1.209
C -0.759 0.737 0.895
C -2.183 0.852 0.617
C -3.107 -0.151 0.995
C -4.440 -0.012 0.734
C -4.883 1.149 0.089
N -6.085 1.567 -0.296
C -5.842 2.762 -0.837
N -4.576 3.142 -0.830
N -3.952 2.123 -0.243
C -2.640 1.996 0.011
N -1.255 -2.037 -0.098
H -3.345 -2.562 -1.270
H -3.410 -4.233 -0.673
H -2.607 -3.879 -2.201
H -0.874 -5.331 -0.522
H 1.230 -4.846 0.716
H 1.698 -2.531 1.432
H 2.161 -0.407 1.344
H 2.145 3.342 1.370
H 2.335 2.492 2.904
H 4.181 1.411 2.118
H 2.217 2.460 -0.817
H 2.894 1.897 -3.094
H 4.969 0.626 -3.517
H 6.370 -0.095 -1.588
H -2.743 -1.029 1.502
H -5.166 -0.757 1.013
H -6.615 3.378 -1.252
H -1.993 2.809 -0.275
```

Highest occupied orbital energy in eV: -7.929
SMILES: Cc1cccc(-c2[nH]c(CNc3ccccc3F)nc2-c2ccc3ncnn3c2)n1
Molecular weight in g mol⁻¹: 399.43
Maximum force in eV/A: 1.4
Relative energy (zero: lowest compared OMol25 entry of this formula, charge and spin) in kcal/mol: 2.70
Orbital gap in eV: 8.192
Net charge: 0

=====

[3]
C5H10O in the gas phase, computed with the ωB97M-V functional and the def2-TZVPD basis.

Geometry as XYZ:
```
16
C5H10O the ωB97M-V functional and the def2-TZVPD basis
C 1.903 0.518 -1.539
C -0.441 0.362 -0.886
O 0.971 -0.538 -1.245
C -0.411 0.292 0.598
C -1.759 0.272 1.249
C -0.869 -0.926 1.395
H 2.913 0.106 -1.585
H 1.814 1.312 -0.793
H 1.574 0.915 -2.496
H -1.165 -0.380 -1.256
H 1.231 -1.029 -0.442
H 0.333 0.913 1.107
H -1.918 0.917 2.106
H -2.610 0.199 0.576
H -1.134 -1.821 0.836
H -0.433 -1.111 2.374
```

Highest occupied orbital energy in eV: -7.175
Molecular weight in g mol⁻¹: 86.13
Maximum force in eV/A: 0.4
Relative energy (zero: lowest compared OMol25 entry of this formula, charge and spin) in kcal/mol: 117.43
Orbital gap in eV: 7.884
Net charge: 0

=====

[4]
2 unconnected molecules or ions with the total composition C2H8NO2, computed with the ωB97M-V functional and the def2-TZVPD basis.

Geometry as XYZ:
```
13
C2H8NO2 the ωB97M-V functional and the def2-TZVPD basis
C 2.217 0.835 -0.393
O 1.629 1.270 0.867
H 1.717 -0.133 -0.589
H 3.240 0.567 -0.105
H 2.015 1.498 -1.218
N -2.042 -1.637 -0.583
C -1.466 -0.268 -0.352
O -0.476 -0.186 0.575
H -2.757 -1.817 0.099
H -1.206 -2.190 -0.696
H -2.357 0.356 -0.107
H -1.135 0.027 -1.369
H 0.746 0.772 0.792
```

Highest occupied orbital energy in eV: -3.209
Molecular weight in g mol⁻¹: 78.09
Maximum force in eV/A: 3.2
Relative energy (zero: lowest compared OMol25 entry of this formula, charge and spin) in kcal/mol: 20.47
Orbital gap in eV: 7.644
Net charge: -1

=====

[5]
C4H8N2O2 in the gas phase, computed with the ωB97M-V functional and the def2-TZVPD basis.

Geometry as XYZ:
```
16
C4H8N2O2 the ωB97M-V functional and the def2-TZVPD basis
C 0.134 0.594 -2.039
N -0.174 -0.254 -0.890
N -1.339 -0.784 -0.574
C -1.554 -0.959 0.666
C -0.465 -0.288 1.561
C 0.534 0.194 0.568
O 1.726 -0.448 0.557
O 0.641 1.532 0.588
H -0.394 1.469 -2.320
H 1.161 0.619 -2.044
H -0.116 0.023 -2.918
H -2.447 -1.351 0.809
H -0.963 0.422 2.176
H 0.023 -1.046 2.184
H 1.694 -1.411 0.754
H 1.539 1.688 0.922
```

Highest occupied orbital energy in eV: -7.959
SMILES: CN1N=CCC1(O)O
Molecular weight in g mol⁻¹: 116.12
Maximum force in eV/A: 5.2
Relative energy (zero: lowest compared OMol25 entry of this formula, charge and spin) in kcal/mol: 89.93
Orbital gap in eV: 8.596
Net charge: 0

=====

[6]
C5H11NO in the gas phase, computed with the ωB97M-V functional and the def2-TZVPD basis.

Geometry as XYZ:
```
18
C5H11NO the ωB97M-V functional and the def2-TZVPD basis
C 2.690 0.624 0.063
O 1.486 0.977 -0.583
C 0.676 -0.162 -0.594
C -0.095 -0.545 0.705
N -1.323 -0.672 -0.090
C -2.558 -0.230 0.513
C -0.751 0.128 -1.181
H 2.817 1.053 1.069
H 3.511 1.021 -0.550
H 2.713 -0.558 0.194
H 1.435 -1.040 -0.916
H 0.232 -1.473 1.188
H -0.132 0.267 1.456
H -2.513 0.813 0.883
H -2.801 -0.882 1.360
H -3.377 -0.302 -0.212
H -1.046 1.204 -1.115
H -0.963 -0.223 -2.193
```

Highest occupied orbital energy in eV: -8.652
SMILES: COC1CN(C)C1
Molecular weight in g mol⁻¹: 101.15
Maximum force in eV/A: 3.0
Relative energy (zero: lowest compared OMol25 entry of this formula, charge and spin) in kcal/mol: 71.34
Orbital gap in eV: 9.770
Net charge: 0